Below is a cluster of 15 separate species, C90H75N15O30 in total in a non-equilibrium geometry, with properties calculated with ωB97M-V/def2-TZVPD.

XYZ file:
```
210
Properties=species:S:1:pos:R:3:forces:R:3
C 4.0063 -2.1884 3.6288 1.156 -0.069 0.616
C 3.0634 -3.0823 3.1653 0.401 0.608 0.103
C 2.8662 -4.2647 3.8257 0.073 -0.766 0.750
C 3.5957 -4.5049 4.9806 1.183 1.801 0.066
C 4.5253 -3.5826 5.5087 0.334 -0.482 -0.398
C 4.7786 -2.4094 4.7832 -1.691 -1.174 -0.349
N 3.4414 -5.7233 5.7353 -0.656 0.156 0.178
O 2.4851 -6.4080 5.4861 -1.010 -0.856 -0.585
O 4.2112 -5.9552 6.6282 1.007 -0.285 0.741
H 4.2717 -1.3401 3.0259 -0.269 0.374 -0.200
H 2.5373 -2.8060 2.2829 -0.385 -0.225 -0.541
H 2.2045 -5.0298 3.4753 -0.407 -0.143 -0.180
H 5.0846 -3.9350 6.3973 -0.417 0.712 -0.630
H 5.4682 -1.6557 5.0724 0.638 0.263 0.430
C -1.3284 -6.1282 4.5347 0.542 -0.544 -0.116
C -0.9860 -4.9615 3.9093 0.211 2.413 -0.315
C -0.4969 -3.8125 4.6029 -1.148 -1.899 0.569
C -0.3385 -4.0394 5.9868 0.746 2.194 -1.779
C -0.5653 -5.2170 6.6296 -0.447 0.028 0.635
C -1.1038 -6.2420 5.8899 -0.690 -1.241 0.504
N 0.2663 -2.8686 6.7059 1.168 -0.751 -3.553
O 0.8497 -2.0688 5.9668 -0.530 0.084 0.802
O 0.3096 -2.8692 7.8749 -0.316 0.214 3.099
H -1.6578 -6.9718 3.9183 -0.108 0.315 0.453
H -1.2043 -4.8816 2.8619 0.212 0.127 -0.471
H -0.3798 -2.8041 4.1746 0.115 -0.928 0.153
H -0.4089 -5.2883 7.6976 0.056 -0.054 -0.053
H -1.4388 -7.1465 6.3904 0.364 0.015 0.027
C -7.7994 4.6354 -1.3740 -1.243 -1.176 -0.690
C -7.1446 5.8080 -1.1601 0.836 0.653 0.238
C -5.7640 5.7971 -1.0131 -0.151 -0.296 0.643
C -5.1517 4.5564 -1.0354 1.267 -0.123 -0.376
C -5.7661 3.3462 -1.3224 -1.398 0.835 0.102
C -7.1726 3.3972 -1.4496 1.209 -0.033 -0.432
N -3.6367 4.4660 -0.9287 -1.454 1.317 -0.805
O -3.1925 3.3526 -0.8397 0.891 -0.476 0.278
O -2.9912 5.4952 -1.0416 -0.169 -0.563 0.393
H -8.8510 4.6755 -1.6456 -0.018 -0.039 0.395
H -7.7113 6.7205 -1.1136 0.062 0.293 -0.063
H -5.2082 6.6960 -0.8055 0.189 0.055 -0.074
H -5.1287 2.5012 -1.5151 -0.301 -0.401 0.209
H -7.7608 2.5335 -1.7496 0.261 0.018 0.188
C -3.8493 2.3798 2.7015 0.982 -0.415 -0.455
C -4.9803 3.0980 2.4164 0.906 1.543 0.657
C -4.8727 4.5021 2.3849 -0.201 -0.996 -0.989
C -3.6208 5.0715 2.5255 -0.435 -0.381 -0.091
C -2.4655 4.3111 2.7363 -0.120 2.417 0.572
C -2.5761 2.9607 2.7948 0.150 -0.845 0.068
N -3.5299 6.5317 2.3776 1.723 0.361 0.294
O -2.4183 7.0691 2.3727 -0.754 -0.843 0.036
O -4.5569 7.1402 2.2726 -0.999 0.504 -0.200
H -3.8849 1.3208 2.7699 -0.203 -0.851 -0.012
H -5.9183 2.6335 2.2447 -0.655 -0.379 -0.022
H -5.7519 5.0402 2.0650 0.138 0.473 0.318
H -1.6038 4.9383 2.9987 0.161 -0.779 -0.608
H -1.6656 2.3483 2.8540 -0.596 0.197 0.288
C 1.8428 -5.1184 -3.6540 0.239 -0.820 -1.086
C 2.5964 -4.3763 -2.7485 -0.252 0.309 -1.438
C 2.2586 -4.4073 -1.4587 -1.657 -0.375 1.950
C 1.1964 -5.2250 -1.0894 0.836 0.344 1.588
C 0.5055 -6.0588 -1.9227 -0.028 -0.073 0.424
C 0.8329 -5.9839 -3.2440 -0.159 0.031 -1.284
N 0.8485 -5.1515 0.3475 0.510 2.247 -1.304
O 1.1232 -4.0845 0.9157 -0.345 -1.061 0.014
O 0.2620 -6.0646 0.8174 -0.910 -1.451 1.273
H 2.0463 -5.1584 -4.7206 0.231 0.497 0.125
H 3.3155 -3.6142 -2.9152 0.810 0.160 -1.292
H 2.6737 -3.7199 -0.7399 0.234 -0.171 0.132
H -0.2555 -6.7401 -1.6128 -0.378 -0.076 0.524
H 0.2252 -6.5708 -3.9607 0.727 0.467 0.338
C 6.9956 -0.6505 1.5396 0.841 1.357 0.946
C 8.1093 -1.3850 1.1272 -0.816 0.407 -0.568
C 8.0823 -1.9657 -0.1191 0.579 -0.994 -0.622
C 6.9050 -1.9592 -0.8554 -0.691 0.115 0.827
C 5.7972 -1.2900 -0.3806 0.061 0.613 -0.384
C 5.8852 -0.4992 0.7581 -0.421 -0.917 -0.185
N 6.7301 -2.8116 -2.0584 0.313 1.824 1.559
O 5.7900 -2.5128 -2.7698 0.351 -0.958 -0.543
O 7.5616 -3.6746 -2.1672 -0.217 -0.782 -1.149
H 7.0499 -0.0127 2.4289 0.129 -0.568 -0.013
H 8.9798 -1.4620 1.7292 0.590 0.061 0.431
H 8.9506 -2.4844 -0.5313 -0.281 0.081 0.264
H 4.8818 -1.3143 -0.9162 -0.592 -0.084 -0.512
H 5.0466 0.1157 1.0689 0.076 -0.112 -0.068
C 2.1135 1.0756 -7.4733 -0.877 0.598 -1.672
C 2.4872 0.8071 -6.1912 0.575 -0.023 -0.107
C 1.5604 0.2618 -5.3369 -0.362 -0.760 1.339
C 0.2774 -0.0116 -5.7929 0.137 -0.332 -1.215
C -0.1392 0.2949 -7.0953 0.964 1.365 0.590
C 0.7988 0.9286 -7.9264 -0.437 -1.118 1.266
N -0.6914 -0.7883 -4.9811 1.270 2.120 -1.270
O -1.7285 -1.0507 -5.5057 -1.647 -0.885 -0.611
O -0.3975 -1.0086 -3.8548 0.549 -0.824 2.426
H 2.8258 1.4512 -8.1869 0.296 0.197 -0.024
H 3.5271 0.9983 -5.9477 -0.271 -0.154 0.516
H 1.8429 -0.0163 -4.3179 -0.157 0.054 -0.293
H -1.1880 0.2389 -7.3289 -0.009 -0.400 -0.340
H 0.4782 1.2234 -8.8992 0.107 0.212 -0.578
C 3.1414 2.5618 4.3366 -0.813 -0.499 -0.075
C 1.9951 3.2635 4.6959 -0.543 -0.524 -0.271
C 0.7603 2.6072 4.8201 0.351 -1.004 -0.166
C 0.7501 1.2198 4.6139 0.972 -0.054 -0.403
C 1.9242 0.4904 4.2826 -1.564 -0.064 0.525
C 3.1109 1.1732 4.1728 0.300 0.128 -0.027
N -0.5498 0.4890 4.6961 1.520 1.718 0.460
O -1.3918 1.0090 5.3880 -0.749 -0.130 0.206
O -0.6622 -0.5186 4.0630 -0.353 -1.169 -0.558
H 4.0055 3.1121 4.0542 0.756 0.362 0.271
H 2.0423 4.3316 4.7986 0.011 0.264 0.009
H -0.1902 3.1066 5.0035 0.393 0.031 0.151
H 1.8821 -0.5988 4.1654 -0.093 0.528 0.049
H 4.0100 0.5874 3.9603 -0.229 0.471 -0.031
C -6.5459 -5.2540 2.8266 -0.022 0.806 -0.471
C -5.2556 -5.2520 3.3281 -0.633 -1.185 0.782
C -4.4342 -4.1582 3.2207 -0.144 -0.101 -0.770
C -4.9267 -3.0880 2.5089 0.062 0.635 0.119
C -6.2105 -3.0332 1.9557 1.114 0.434 -0.049
C -6.9918 -4.1498 2.0799 -0.419 -0.854 1.032
N -4.0365 -1.9065 2.3360 -0.709 -0.931 0.613
O -2.9284 -1.9670 2.8268 -0.049 0.165 -0.254
O -4.5133 -0.9628 1.7488 0.325 0.666 -0.276
H -7.2569 -6.0454 3.0311 0.305 -0.187 -0.130
H -4.9105 -6.1194 3.8860 0.015 0.132 -0.076
H -3.4356 -4.2322 3.5936 0.373 0.423 0.202
H -6.4887 -2.1169 1.4451 -0.181 -0.294 0.008
H -8.0116 -4.1953 1.7546 -0.292 0.298 -0.433
C -4.6496 -0.4240 -1.5768 0.935 0.272 0.727
C -6.0216 -0.5487 -1.6368 -0.630 -0.260 -0.257
C -6.6293 -0.9109 -2.8321 -0.778 0.098 -0.798
C -5.8153 -1.1915 -3.8983 1.303 0.357 -0.794
C -4.4242 -1.0322 -3.8893 -0.770 -0.798 0.035
C -3.8509 -0.6683 -2.6996 0.319 1.002 0.598
N -6.4133 -1.4978 -5.2168 -0.021 0.401 1.508
O -7.6082 -1.5077 -5.2618 -1.853 -0.146 -0.172
O -5.6948 -1.6682 -6.1471 1.298 -0.366 -1.405
H -4.1395 -0.1017 -0.6457 -0.552 -0.300 -0.618
H -6.6868 -0.3872 -0.8088 0.166 0.284 0.500
H -7.7142 -0.8890 -3.0708 0.831 -0.243 0.761
H -3.8403 -1.2821 -4.7651 -0.101 0.234 0.060
H -2.7869 -0.4291 -2.6369 -0.195 -0.442 -0.024
C -2.2682 -3.2411 -0.4116 0.376 0.067 -0.547
C -1.4939 -3.1724 -1.5790 -0.223 0.021 -0.095
C -1.9920 -3.5750 -2.8334 -1.933 -0.175 1.240
C -3.3748 -3.9115 -2.8395 0.237 -1.080 0.078
C -4.1842 -3.9629 -1.6882 0.616 0.229 -0.788
C -3.5814 -3.6840 -0.4999 -0.275 0.550 1.864
N -3.9935 -4.5017 -4.0669 -1.430 1.093 -0.314
O -5.2358 -4.4980 -4.1509 1.745 -0.109 0.407
O -3.2600 -4.8899 -4.9447 0.220 -0.164 0.087
H -1.8570 -2.9115 0.5510 -0.053 -0.255 -0.439
H -0.4909 -2.7824 -1.4956 0.218 -0.052 -0.153
H -1.3962 -3.6150 -3.7349 -0.100 0.066 0.091
H -5.2467 -4.1554 -1.6217 0.105 -0.323 -0.839
H -4.2129 -3.7471 0.4098 0.673 0.004 -0.781
C 9.0471 2.2149 -3.1686 -0.406 0.675 0.104
C 8.1549 2.4442 -4.2539 0.813 -0.420 1.856
C 6.8022 2.2443 -4.0494 0.016 0.316 -1.394
C 6.3103 1.9825 -2.7977 0.121 -0.588 -0.532
C 7.1497 1.7816 -1.7478 0.318 0.693 1.084
C 8.5210 1.9468 -1.8851 0.247 -0.818 -1.035
N 4.8767 1.7736 -2.6186 0.018 0.225 -0.100
O 4.1835 1.8877 -3.6142 -0.232 -0.238 0.358
O 4.4693 1.5331 -1.4958 -0.215 -0.002 -0.317
H 10.1361 2.3235 -3.3195 -0.758 -0.085 0.132
H 8.5315 2.8049 -5.1898 0.081 -0.249 -0.426
H 6.1492 2.2538 -4.9100 -0.202 0.316 0.133
H 6.6833 1.6087 -0.8004 0.118 -0.301 0.486
H 9.1425 1.7003 -1.0250 0.056 0.349 -0.308
C 0.0913 4.4981 0.1351 -0.441 -1.083 -0.336
C 1.0519 3.6699 0.7113 -0.823 0.359 -0.934
C 2.0448 4.2552 1.4567 -0.121 -0.906 0.198
C 2.0544 5.5954 1.6280 0.267 1.884 0.649
C 1.0848 6.4477 1.1023 0.830 0.802 -0.275
C 0.1273 5.8630 0.3086 -0.908 0.366 0.292
N 3.1995 6.1917 2.4062 -0.798 1.048 -1.472
O 3.4277 7.3703 2.1227 0.213 -1.252 0.909
O 3.8245 5.4904 3.1724 0.024 0.309 -0.003
H -0.7184 4.0474 -0.4574 0.448 0.323 0.265
H 1.0105 2.6202 0.4588 0.199 -0.146 0.413
H 2.7678 3.6845 1.9691 0.831 -0.638 0.253
H 1.1215 7.5514 1.1918 0.111 -0.986 0.247
H -0.6752 6.4709 -0.0899 0.081 0.007 -0.152
C 1.5859 3.5467 -2.8318 -1.148 1.214 -0.570
C 0.3930 3.9734 -3.4658 1.187 -0.630 0.712
C 0.0690 5.3178 -3.5793 -0.127 -0.306 -0.648
C 0.9265 6.2942 -3.1360 0.591 -1.856 0.899
C 2.1005 5.8934 -2.4703 -0.927 1.483 -0.038
C 2.3838 4.5600 -2.3176 0.760 -0.543 -0.436
N 0.6120 7.6957 -3.3671 0.126 -2.619 0.204
O 1.5673 8.3963 -3.2292 0.449 2.415 -0.066
O -0.5219 7.9405 -3.6983 -0.208 1.179 -0.126
H 1.9146 2.5123 -2.7668 -0.250 0.265 -0.103
H -0.2502 3.2449 -3.9106 -0.407 -0.339 -0.196
H -0.8012 5.5948 -4.1419 -0.370 0.136 0.013
H 2.7109 6.6739 -2.0235 0.172 -0.275 -0.248
H 3.3529 4.3003 -1.9349 0.189 -0.103 0.566
C -1.6150 1.0093 0.1781 1.081 -0.095 -0.842
C -1.2165 0.0610 1.0863 1.302 -0.538 0.917
C 0.0635 -0.5139 0.9486 -0.801 -0.433 -0.038
C 0.7413 -0.2919 -0.2081 -0.059 0.720 -1.020
C 0.2939 0.6055 -1.1854 1.698 -0.281 -0.352
C -0.8211 1.3531 -0.9428 -0.724 -1.106 0.464
N 1.9673 -1.0274 -0.5081 -0.141 -0.008 2.586
O 2.6640 -1.3847 0.4303 -0.001 0.174 0.540
O 2.2273 -1.2967 -1.6266 0.352 -0.216 -2.896
H -2.5225 1.5096 0.2702 -1.451 0.680 0.361
H -1.7410 -0.2916 1.9825 -0.271 0.647 -0.643
H 0.4464 -1.2346 1.6461 0.029 -0.107 0.382
H 0.9589 0.7076 -2.0608 -0.756 0.090 0.398
H -1.1652 2.0613 -1.6688 -0.147 0.385 -0.083
```
Forces are in eV/Å.

HOMO-LUMO gap   8.516 eV
Charge   0
Energy relative to the best compared isomer or geometry (same formula, charge and spin)   76.2 kJ/mol
E_HOMO   -9.67 eV
Electronic energy   -178281.36399 eV

Below is a cluster of 8 separate species, C4H24O7S2 in total in a non-equilibrium geometry, with properties calculated with ωB97M-V/def2-TZVPD.

XYZ file:
```
37
Properties=species:S:1:pos:R:3:forces:R:3
C -0.7195 2.9469 -0.4113 0.179 -2.047 0.000
C -0.2619 1.8469 0.5831 0.999 1.259 0.671
C 0.2427 0.5812 -0.0944 -0.977 0.056 -0.678
S 1.7327 0.7698 -1.1233 -0.555 -0.907 -0.978
S 3.2336 1.6449 -0.1584 0.620 0.724 0.714
C 4.0290 0.4504 0.9534 -0.243 -0.897 0.260
H -1.4571 2.5888 -1.1201 -0.347 -0.399 -0.120
H -1.1629 3.7442 0.0892 -0.621 1.518 0.966
H 0.0777 3.2973 -1.0231 0.882 0.338 -0.268
H 0.5525 2.3041 1.2776 -1.181 -0.944 -1.211
H -1.0673 1.5649 1.2800 0.047 0.101 -0.224
H 0.4373 -0.1840 0.6413 0.012 -0.250 0.167
H -0.5594 0.1844 -0.8366 1.522 0.625 1.066
H 4.8933 0.9521 1.4018 -0.280 0.209 -0.051
H 3.3048 0.1650 1.7479 0.620 0.094 -0.541
H 4.4465 -0.4385 0.4344 -0.528 0.506 0.117
O -2.0784 0.0696 -2.9690 -0.932 0.731 0.175
H -1.7682 0.8650 -3.4047 -0.070 0.193 0.011
H -1.4307 -0.6009 -3.1891 0.901 -0.860 -0.299
O -0.1414 -1.7075 -3.4250 -0.162 1.124 -2.240
H 0.7256 -1.3707 -3.6831 -0.184 0.001 0.000
H 0.0104 -2.1481 -2.6150 0.490 -1.168 2.072
O -3.0223 -0.1358 -0.4752 -0.402 -1.403 -0.703
H -2.7967 0.6772 -0.0525 0.278 0.992 0.092
H -2.8062 -0.1059 -1.4493 0.048 0.592 0.645
O 0.3898 -2.8145 -1.0348 1.212 0.055 0.244
H -0.3087 -2.5315 -0.4296 -0.447 0.060 0.300
H 1.2073 -2.4948 -0.6007 -0.526 -0.253 -0.518
O -1.6273 -2.0895 0.5846 1.127 2.199 -0.455
H -2.1987 -2.8098 0.6220 -1.601 -2.013 0.151
H -2.1505 -1.3415 0.1501 0.089 -0.290 0.235
O 1.4461 0.1036 2.9972 0.005 0.531 0.872
H 1.3969 0.5838 3.8545 0.043 -0.527 -0.980
H 0.5644 -0.3164 2.8989 0.227 0.139 0.301
O -0.9746 -1.0572 2.9650 0.299 2.454 0.318
H -1.0043 -1.8000 3.5079 -0.027 -1.893 1.666
H -1.1546 -1.3936 2.1062 -0.522 -0.651 -1.775
```
Forces are in eV/Å.

HOMO-LUMO gap   8.867 eV
Charge   0
Energy relative to the best compared isomer or geometry (same formula, charge and spin)   0.0 kJ/mol
E_HOMO   -8.50 eV
Electronic energy   -40541.64259 eV

Below is an isolated molecule of C4H2F4 in a non-equilibrium geometry, with properties calculated with ωB97M-V/def2-TZVPD.

XYZ file:
```
10
Properties=species:S:1:pos:R:3:forces:R:3
F -1.9225 1.4494 -0.1802 0.635 0.676 0.986
C -1.4745 0.1445 -0.2056 -2.353 -0.945 2.316
C -0.0181 -0.0671 -0.0122 -0.538 -1.176 -0.111
C 0.9214 -0.9924 0.0428 0.530 2.517 1.059
F 1.3590 -2.1994 0.1807 -0.304 -0.931 -0.377
C 1.3754 0.3837 0.1865 -0.928 -1.232 0.472
F 1.8655 0.9083 1.3627 -0.476 -0.191 -0.896
F 1.9400 1.0049 -0.8370 1.223 1.022 -0.573
H -2.1160 -0.5131 0.5797 1.642 1.654 -1.307
H -1.9301 -0.1189 -1.1176 0.569 -1.394 -1.569
```
Forces are in eV/Å.

HOMO-LUMO gap   11.326 eV
Charge   0
Energy relative to the best compared isomer or geometry (same formula, charge and spin)   122.3 kJ/mol
E_HOMO   -10.85 eV
Electronic energy   -15046.79323 eV

Number 1: E_LUMO -0.042 Eh. Number 2: E_LUMO 0.014 Eh. Number 3: E_LUMO 0.018 Eh.